Formula: C10H8AuCl2F6IN5O
Source: OMol25
Level of theory: ωB97M-V/def2-TZVPD

Summary:
Frontier orbital gap ... 6.03 eV
Charge ... +1
HOMO level ... -0.4605 Ha
Max |F| ... 0.9 eV/Å
E_LUMO ... -6.5 eV
Energy ... -2687.4934 Eh

Element x y z (Å)
Au (-0.707, 0.387, -0.726)
C (3.338, 0.140, 0.397)
C (1.854, 0.293, 0.743)
O (1.238, 0.341, -0.539)
C (1.398, -0.923, 1.573)
F (0.088, -0.848, 1.907)
F (1.556, -2.054, 0.880)
F (2.090, -1.029, 2.699)
C (1.651, 1.610, 1.518)
F (0.354, 1.818, 1.826)
F (2.055, 2.632, 0.768)
F (2.338, 1.620, 2.653)
H (3.502, -0.817, -0.091)
H (3.939, 0.185, 1.305)
H (3.630, 0.948, -0.267)
N (-0.972, 2.293, -0.870)
C (-0.512, 3.320, -0.440)
N (-0.046, 4.413, -0.173)
C (-0.240, 5.203, 0.876)
N (-0.411, 5.893, 1.781)
Cl (-3.968, 1.568, -2.452)
C (-4.497, 0.443, -1.245)
Cl (-3.233, 0.228, 0.056)
H (-4.654, -0.538, -1.674)
H (-5.365, 0.807, -0.709)
I (1.041, -5.207, -2.472)
C (0.016, -3.691, -1.553)
C (-1.009, -3.797, -0.633)
N (-1.380, -2.556, -0.294)
N (-0.647, -1.644, -0.954)
C (0.214, -2.321, -1.713)
H (-1.495, -4.658, -0.206)
H (-2.101, -2.264, 0.347)
H (0.933, -1.796, -2.320)

Taken from the natural (NBO) analysis, the atomic charges in e are:
1. Au 1.391
2. C -0.622
3. C 0.062
4. O -0.626
5. C 0.958
6. F -0.336
7. F -0.317
8. F -0.290
9. C 0.958
10. F -0.327
11. F -0.303
12. F -0.293
13. H 0.242
14. H 0.256
15. H 0.254
16. N -0.727
17. C 0.696
18. N -0.506
19. C 0.397
20. N -0.292
21. Cl 0.072
22. C -0.370
23. Cl -0.027
24. H 0.238
25. H 0.253
26. I 0.286
27. C -0.307
28. C 0.002
29. N -0.307
30. N -0.376
31. C 0.006
32. H 0.259
33. H 0.440
34. H 0.258



Formula: C10H8AuCl2F6IN5O
Source: OMol25
Level of theory: ωB97M-V/def2-TZVPD

Summary:
Frontier orbital gap (alpha / beta) ... 4.54 / 4.59 eV
Charge ... +1
HOMO level (alpha / beta) ... -0.4443 / -0.4443 Ha
Max |F| ... 1.6 eV/Å
E_LUMO (alpha / beta) ... -7.5 / -7.5 eV
Energy ... -2687.4542 Eh

Element x y z (Å)
Au (0.313, 0.590, 0.387)
C (2.192, -0.053, -3.456)
C (2.079, 0.259, -1.960)
O (0.751, 0.204, -1.597)
C (2.930, -0.793, -1.189)
F (2.994, -0.517, 0.138)
F (2.359, -1.995, -1.307)
F (4.180, -0.869, -1.637)
C (2.638, 1.691, -1.715)
F (2.478, 2.063, -0.404)
F (1.945, 2.578, -2.436)
F (3.927, 1.819, -2.006)
H (1.886, -1.082, -3.630)
H (3.220, 0.090, -3.784)
H (1.531, 0.611, -4.007)
N (-0.148, -1.248, 1.085)
C (-0.661, -2.229, 0.609)
N (-1.217, -3.213, 0.172)
C (-1.358, -4.505, 0.256)
N (-1.482, -5.651, 0.330)
Cl (-0.677, 2.831, -0.551)
C (-2.352, 2.564, 0.009)
Cl (-2.354, 1.365, 1.307)
H (-2.934, 2.185, -0.822)
H (-2.737, 3.503, 0.390)
I (4.133, 2.191, 5.237)
C (2.648, 1.340, 4.071)
C (1.911, 0.210, 4.376)
N (1.051, 0.024, 3.367)
N (1.187, 0.968, 2.431)
C (2.157, 1.777, 2.835)
H (1.961, -0.444, 5.230)
H (0.390, -0.723, 3.217)
H (2.470, 2.623, 2.245)

Taken from the natural (NBO) analysis, the atomic charges in e are:
1. Au 1.389
2. C -0.623
3. C 0.067
4. O -0.638
5. C 0.958
6. F -0.333
7. F -0.308
8. F -0.295
9. C 0.956
10. F -0.352
11. F -0.309
12. F -0.291
13. H 0.250
14. H 0.254
15. H 0.248
16. N -0.717
17. C 0.691
18. N -0.478
19. C 0.394
20. N -0.252
21. Cl 0.056
22. C -0.384
23. Cl 0.018
24. H 0.251
25. H 0.255
26. I 0.260
27. C -0.295
28. C -0.016
29. N -0.309
30. N -0.370
31. C -0.025
32. H 0.256
33. H 0.446
34. H 0.246



Formula: C10H8BrCl3N2O2PdS3SbSi
Source: OMol25
Level of theory: ωB97M-V/def2-TZVPD

Summary:
Frontier orbital gap (alpha / beta) ... 4.84 / 6.10 eV
Charge ... -2
HOMO level (alpha / beta) ... -0.0412 / -0.0876 Ha
Max |F| ... 0.2 eV/Å
E_LUMO (alpha / beta) ... 3.7 / 3.7 eV
Multiplicity ... 4
Energy ... -6452.9759 Eh

Element x y z (Å)
Pd (-1.401, -1.674, -0.189)
S (-6.492, -2.176, -0.941)
Sb (-4.314, -2.745, -1.406)
S (-2.935, -0.925, -1.998)
S (-3.071, -3.462, 0.450)
Cl (1.119, -2.133, -3.107)
Si (-0.098, -3.050, -1.608)
Cl (1.360, -4.304, -0.655)
Cl (-1.109, -4.482, -2.806)
N (-2.693, 1.191, 2.933)
C (-3.962, 0.820, 2.532)
C (-3.780, -0.112, 1.559)
N (-2.433, -0.300, 1.357)
C (-1.803, 0.496, 2.183)
H (-2.455, 1.861, 3.639)
H (-4.851, 1.245, 2.963)
H (-4.524, -0.649, 0.991)
H (-0.723, 0.578, 2.262)
Br (6.148, 2.877, -2.314)
C (4.621, 2.133, -1.433)
C (3.699, 1.415, -2.172)
C (2.593, 0.882, -1.523)
C (2.418, 1.062, -0.157)
C (3.366, 1.780, 0.561)
C (4.475, 2.327, -0.070)
C (1.199, 0.466, 0.554)
O (1.161, 0.595, 1.794)
O (0.359, -0.069, -0.209)
H (3.842, 1.267, -3.234)
H (1.853, 0.304, -2.062)
H (3.214, 1.896, 1.626)
H (5.216, 2.889, 0.484)

Taken from the natural (NBO) analysis, the atomic charges in e are:
1. Pd 0.664
2. S -0.876
3. Sb 1.073
4. S -0.694
5. S -0.754
6. Cl -0.489
7. Si 0.929
8. Cl -0.495
9. Cl -0.479
10. N -0.531
11. C -0.145
12. C -0.057
13. N -0.527
14. C 0.175
15. H 0.403
16. H 0.202
17. H 0.244
18. H 0.269
19. Br -0.020
20. C -0.074
21. C -0.264
22. C -0.174
23. C -0.064
24. C -0.189
25. C -0.277
26. C 0.754
27. O -0.760
28. O -0.766
29. H 0.218
30. H 0.264
31. H 0.232
32. H 0.208



> What is the energy in the second record?

-2687.4542 Eh



> Number 2 is which compound?

C10H8AuCl2F6IN5O